Entry from the OMol25 dataset: a cluster of 3 separate species, C37H56IN3O10S in total in a non-equilibrium geometry (ωB97M-V/def2-TZVPD).

Geometry (Å):
1 C 7.451210 -0.560958 2.067925
2 C 6.624389 -0.844998 0.781296
3 C 5.544522 -1.952969 0.944444
4 N 4.137230 -1.524846 0.848284
5 C 3.803636 -0.831762 -0.323202
6 C 3.684763 0.566041 -0.350206
7 C 3.865976 1.320165 0.955688
8 C 2.582464 1.040954 1.819133
9 C 1.400067 1.967953 1.452448
10 C 0.082919 1.220251 1.441771
11 C -0.180750 0.315961 0.435277
12 C -1.375814 -0.338087 0.393220
13 C -2.366446 -0.134588 1.338225
14 C -2.092803 0.763121 2.339708
15 C -0.887854 1.418037 2.381899
16 C 3.402022 1.253732 -1.512775
17 C 3.316977 2.761766 -1.599511
18 S 4.980327 3.462906 -1.798581
19 O 5.484652 3.054775 -3.074911
20 O 5.779097 3.116536 -0.661641
21 C 3.193395 0.553837 -2.691169
22 C 3.272875 -0.798835 -2.668801
23 C 3.565804 -1.502575 -1.510150
24 C 3.599444 -2.995320 -1.624599
25 O 4.339329 -3.742478 -1.023361
26 C 2.617378 -3.586713 -2.629889
27 I 1.764375 -5.436587 -2.104703
28 C 2.342260 -2.919747 -3.741936
29 C 1.387430 -3.358410 -4.836738
30 C 1.761519 -4.664308 -5.552577
31 O 2.772954 -4.826574 -6.190960
32 O 0.862660 -5.688659 -5.437630
33 C 3.007224 -1.567410 -3.939129
34 O 3.269981 -1.147940 -5.045039
35 H 7.015829 0.317792 2.557885
36 H 8.445689 -0.240126 1.745259
37 H 7.517135 -1.416834 2.739470
38 H 7.338999 -1.193658 0.026642
39 H 6.247263 0.110020 0.412049
40 H 5.662299 -2.358110 1.956719
41 H 5.793695 -2.767134 0.269418
42 H 3.864760 -1.003245 1.667778
43 H 4.709895 0.965718 1.547436
44 H 3.913974 2.396117 0.826149
45 H 2.808029 1.140987 2.885586
46 H 2.230735 0.019345 1.639132
47 H 1.488744 2.429449 0.467145
48 H 1.321257 2.763363 2.201303
49 H 0.546641 0.112164 -0.348493
50 H -1.595084 -1.060124 -0.390484
51 H -3.311229 -0.656098 1.265480
52 H -2.871572 0.924677 3.079052
53 H -0.736899 2.112191 3.205608
54 H 2.736801 3.005507 -2.491710
55 H 2.896544 3.232534 -0.710393
56 H 4.776247 4.817701 -1.828168
57 H 2.961764 1.098381 -3.599928
58 H 1.415423 -2.576740 -5.604643
59 H 0.359304 -3.353346 -4.455365
60 H 0.152661 -5.387612 -4.857295
61 C -6.916423 -6.727540 1.480483
62 O -5.806468 -6.898079 2.341296
63 C -4.659776 -7.462706 1.715832
64 C -3.559138 -6.433235 1.537110
65 N -3.904211 -5.445359 0.520696
66 C -3.045412 -4.261470 0.503964
67 C -2.948181 -3.401004 1.763719
68 O -4.133661 -2.684428 2.080669
69 C -5.126255 -3.440218 2.752259
70 H -7.786006 -6.512730 2.100187
71 H -6.771984 -5.883318 0.798057
72 H -7.115661 -7.634290 0.902779
73 H -4.913584 -7.946313 0.767841
74 H -4.289566 -8.238301 2.391722
75 H -2.637573 -6.942739 1.239894
76 H -3.389739 -5.967976 2.515906
77 H -4.856723 -5.142125 0.669269
78 H -3.416390 -3.621209 -0.301390
79 H -2.035640 -4.575164 0.217756
80 H -2.190055 -2.641316 1.570942
81 H -2.589441 -3.962295 2.634155
82 H -4.692814 -4.174300 3.434959
83 H -5.791016 -3.931747 2.038464
84 H -5.736877 -2.748271 3.333355
85 C -3.399132 7.420486 -2.458601
86 O -3.057315 8.002398 -1.214797
87 C -4.018529 7.794461 -0.185896
88 C -3.516754 6.809624 0.853890
89 N -3.457139 5.451359 0.325864
90 C -2.706644 4.505903 1.152499
91 C -1.237283 4.797630 1.451774
92 O -0.371668 4.688219 0.331900
93 C -0.347353 5.814264 -0.525718
94 H -2.725831 7.828691 -3.211291
95 H -3.269874 6.333104 -2.444555
96 H -4.426867 7.662393 -2.742682
97 H -4.986536 7.488133 -0.593231
98 H -4.159580 8.761161 0.305121
99 H -4.189199 6.826831 1.716876
100 H -2.531411 7.162106 1.183661
101 H -3.032024 5.475232 -0.590682
102 H -2.750283 3.541015 0.640644
103 H -3.238554 4.382646 2.101937
104 H -0.901899 4.034345 2.153741
105 H -1.088900 5.757431 1.961785
106 H -0.462224 6.752405 0.022313
107 H -1.113865 5.731951 -1.299542
108 H 0.619343 5.829156 -1.032368

Atoms 1-2, force components in eV/Å:
-0.4 0.8 -0.9
0.7 -0.5 0.2

**Structure (SMILES)**: CCCNc1c(CCCc2ccccc2)c(C[SH](=O)=O)cc2c1C(=O)C(I)=C(CC(=O)O)C2=O.COCCNCCOC.COCCNCCOC
**E_LUMO**: -1.0 eV

=====

Entry from the OMol25 dataset: a structure of composition C19H50BCuN2O10V in a non-equilibrium geometry (ωB97M-V/def2-TZVPD).

Geometry (Å):
1 O -1.666505 -2.084455 -3.828406
2 V -0.123025 -1.855915 -3.712246
3 Cu -0.237665 -1.364895 -0.211346
4 C 0.997385 0.432005 -2.803726
5 O 0.120675 -0.214675 -2.269116
6 O 0.791475 1.372345 -3.580606
7 O 1.594305 -0.429225 -3.506826
8 B 0.050665 -3.537275 -2.094106
9 H -0.407275 -4.035445 -2.934556
10 H 0.909635 -2.956915 -2.393446
11 H -0.640105 -2.899005 -1.565246
12 H 0.422035 -4.228325 -1.353306
13 C 1.922155 1.114985 4.336654
14 O 0.629855 1.341925 3.677204
15 C -0.156245 0.156675 3.551904
16 C -1.410245 0.507285 2.629124
17 N -0.905395 0.516075 1.173144
18 C -1.985065 0.798685 0.139854
19 C -3.027375 -0.403965 0.004264
20 O -2.511645 -1.576815 -0.539596
21 C -3.588285 -2.509075 -0.949266
22 H 2.523155 1.976505 4.045624
23 H 2.362975 0.154605 4.069364
24 H 1.886795 0.982045 5.417934
25 H -0.375325 -0.177655 4.565964
26 H 0.499325 -0.534925 3.022744
27 H -1.985275 1.401675 2.868954
28 H -2.060835 -0.357005 2.762604
29 H -0.172165 1.174695 0.952484
30 H -1.527225 0.888175 -0.845266
31 H -2.572225 1.674625 0.415694
32 H -3.821615 -0.081455 -0.668996
33 H -3.558685 -0.572885 0.940884
34 H -3.082925 -3.429915 -1.240426
35 H -4.221325 -2.147835 -1.759736
36 H -4.301365 -2.839905 -0.194166
37 C 4.921805 -0.397735 2.139294
38 O 4.842095 -1.750785 1.632814
39 C 4.579685 -1.855765 0.139204
40 C 3.223715 -1.331525 -0.287056
41 N 2.053265 -2.116065 0.116864
42 C 1.960635 -2.612275 1.564774
43 C 0.800315 -3.609575 1.655224
44 O -0.499905 -2.886955 1.539034
45 C -1.600135 -3.744975 1.349584
46 H 5.627335 0.258375 1.629534
47 H 5.179665 -0.383065 3.198254
48 H 3.945435 0.081465 2.067444
49 H 4.607935 -2.869295 -0.260876
50 H 5.234165 -1.305375 -0.536686
51 H 3.069625 -1.296595 -1.365546
52 H 3.145885 -0.286595 0.013214
53 H 1.788055 -2.912175 -0.445246
54 H 1.792765 -1.722525 2.171614
55 H 2.762045 -3.230095 1.969934
56 H 0.897275 -4.206155 2.562314
57 H 0.887265 -4.441385 0.956204
58 H -2.511255 -3.443875 1.866604
59 H -1.327985 -4.738315 1.706394
60 H -1.742765 -3.870995 0.276334
61 C 0.620915 4.235185 -0.618556
62 C 1.339495 3.606725 0.563334
63 C 1.038745 4.180465 1.988154
64 O 1.131015 2.218395 0.589154
65 H 0.478855 5.304375 -0.775896
66 H -0.353215 3.781965 -0.434776
67 H 1.148105 3.838305 -1.486116
68 H 2.412035 3.793905 0.511194
69 H 1.036665 3.494945 2.835604
70 H -0.001015 4.496645 2.071964
71 H 1.663285 5.054615 2.172284
72 H 1.844935 1.856515 1.119194
73 C -3.990965 3.092125 -2.580706
74 C -2.862695 2.411445 -3.322346
75 C -2.801415 2.512195 -4.825316
76 O -1.610215 3.012025 -2.972216
77 H -4.877495 2.461235 -2.516406
78 H -4.331855 4.050415 -2.972586
79 H -3.742585 3.408785 -1.567716
80 H -2.879405 1.390815 -2.940086
81 H -2.888115 3.561465 -5.107456
82 H -3.678485 2.099995 -5.324256
83 H -1.852985 2.133145 -5.205976
84 H -0.853175 2.421795 -2.983686

Atoms 1-2, force components in eV/Å:
0.6 1.0 -1.0
1.7 1.7 3.9

**E_LUMO (spin up / spin down)**: -1.6 / -1.0 eV
**Spin multiplicity**: 2

=====

Entry from the OMol25 dataset: an isolated molecule of C16H20N4O4 in a non-equilibrium geometry (ωB97M-V/def2-TZVPD).

Geometry (Å):
1 N 5.335678 -2.468015 0.330915
2 C 4.682555 -1.370197 -0.173680
3 O 5.288752 -0.328563 -0.475048
4 C 3.195790 -1.581918 -0.404200
5 C 2.542575 -0.353889 -1.071636
6 C 2.638104 0.925100 -0.179949
7 N 1.334448 1.333081 0.324003
8 C 0.699046 0.652574 1.387657
9 O 1.169087 -0.323347 1.915421
10 C -0.625877 1.337951 1.781111
11 N -1.045443 2.338862 0.810338
12 C -1.718547 0.257547 2.186133
13 C -2.213311 -0.487228 0.960121
14 C -1.649766 -1.599572 0.392917
15 N -2.442155 -1.957372 -0.690893
16 C -3.496507 -1.104084 -0.833030
17 C -4.462090 -1.014899 -1.847540
18 C -5.426580 0.003902 -1.741971
19 C -5.367694 0.934253 -0.683730
20 C -4.350754 0.897877 0.254913
21 C -3.409518 -0.138446 0.179889
22 C 3.227022 2.136210 -1.011970
23 O 2.557706 3.015336 -1.444431
24 O 4.511801 1.967331 -1.296392
25 H 4.814081 -3.202652 0.784570
26 H 6.295058 -2.318152 0.634159
27 H 3.032042 -2.432410 -1.065405
28 H 2.780853 -1.779340 0.597273
29 H 3.057437 -0.170190 -2.029644
30 H 1.514464 -0.627924 -1.346429
31 H 3.320635 0.706866 0.648898
32 H 0.868784 2.153631 0.018269
33 H -0.455850 1.834603 2.740023
34 H -1.946496 2.716217 1.074005
35 H -1.203125 1.834886 -0.064714
36 H -2.539545 0.766032 2.698331
37 H -1.246414 -0.499955 2.818925
38 H -0.765815 -2.159219 0.717318
39 H -2.143882 -2.736484 -1.256721
40 H -4.492434 -1.740656 -2.665035
41 H -6.196907 0.087949 -2.521125
42 H -6.126992 1.733278 -0.693214
43 H -4.369635 1.595570 1.081750
44 H 4.829430 1.165461 -0.840185

Atoms 1-2, force components in eV/Å:
0.2 1.0 0.0
0.7 -0.1 -0.5

**Structure (SMILES)**: NC(=O)CC[C@H](NC(=O)[C@@H](N)Cc1c[nH]c2ccccc12)C(=O)O
**E_LUMO**: 0.4 eV

=====

Entry from the OMol25 dataset: a structure of composition C5H11NO2S in a non-equilibrium geometry (ωB97M-V/def2-TZVPD).

Geometry (Å):
1 C -1.207416 1.983264 0.280205
2 C -1.677912 1.044511 -0.795161
3 C -0.615847 0.692073 0.903345
4 C -0.269270 -2.453908 0.488416
5 C -1.018062 -1.559432 -0.192425
6 N -1.349278 -0.199718 0.046752
7 O 2.705246 -1.261166 -0.241291
8 O 2.975361 1.152238 -0.667747
9 S 3.596169 -0.011631 0.360179
10 H -0.469806 2.710464 -0.055916
11 H -2.086902 2.580990 0.743388
12 H -2.765624 1.216970 -1.110915
13 H -1.185490 0.966670 -1.806327
14 H 0.412509 0.319706 0.891379
15 H -0.728978 0.509049 1.998820
16 H 3.481183 1.133396 -1.577050
17 H 0.398170 -2.263128 1.264139
18 H -0.349919 -3.540946 0.320274
19 H -1.638786 -1.878172 -0.993239
20 H 1.794655 -1.141230 0.143176

Atoms 1-2, force components in eV/Å:
0.3 0.4 0.0
-2.1 -2.0 -3.2

**E_LUMO**: 0.6 eV

=====

Entry from the OMol25 dataset: a structure of composition C26H50BiNP3S in a non-equilibrium geometry (ωB97M-V/def2-TZVPD).

Geometry (Å):
1 Bi 0.121212 0.415655 -0.256378
2 P 0.983162 -1.490101 -2.122629
3 P 2.401314 -0.618102 1.358611
4 P -1.681113 1.254317 -2.105003
5 H 1.551879 6.395105 1.448580
6 C 0.518380 6.209051 1.147858
7 C -0.374687 5.793134 2.121879
8 H -0.002324 5.753470 3.166110
9 C 2.057769 -0.648556 -3.337893
10 C 1.955682 -2.989217 -1.755650
11 C -0.343878 -2.181571 -3.176325
12 C 2.511987 0.131461 3.020512
13 C 2.833538 -2.372117 1.740068
14 C 3.942391 -0.013212 0.558153
15 C -2.570918 2.708156 -1.457378
16 C -3.068004 0.177145 -2.624855
17 C -0.931560 1.819587 -3.668291
18 H 0.127186 6.528143 0.187793
19 H -1.452301 5.912963 1.930013
20 H 2.448017 -1.381032 -4.059129
21 H 2.908180 -0.173107 -2.821928
22 H 1.482169 0.120956 -3.868970
23 H 2.231465 -3.493094 -2.690583
24 H 1.376234 -3.704026 -1.155117
25 H 2.876125 -2.750368 -1.213520
26 H 0.022869 -3.023561 -3.783457
27 H -0.742740 -1.425975 -3.860927
28 H -1.165540 -2.554857 -2.550464
29 H 3.011850 -0.553905 3.719838
30 H 1.487594 0.318662 3.374977
31 H 3.043871 1.091431 2.998651
32 H 3.927890 -2.497959 1.773653
33 H 2.422604 -3.022727 0.955183
34 H 2.408988 -2.670991 2.711452
35 H 4.803523 -0.402368 1.121033
36 H 3.971838 1.085463 0.549171
37 H 3.985387 -0.375534 -0.480183
38 H -3.234103 3.076934 -2.252780
39 H -1.889590 3.513668 -1.148058
40 H -3.177430 2.425897 -0.586680
41 H -3.659852 0.715738 -3.382317
42 H -3.715071 -0.068562 -1.770561
43 H -2.687524 -0.757897 -3.053979
44 H -1.642084 2.517076 -4.133419
45 H -0.728081 0.989708 -4.360055
46 H 0.012421 2.344979 -3.468456
47 C 0.940166 3.475828 1.521867
48 C 1.083417 3.529678 0.124672
49 C 2.367114 3.601227 -0.442676
50 C 3.492605 3.584387 0.382934
51 C 3.342620 3.472156 1.776945
52 C 2.064143 3.410576 2.338540
53 S -0.698380 3.650375 2.249392
54 H -0.255769 3.708757 3.496529
55 H 0.220233 3.604838 -0.532526
56 H 2.427379 3.671049 -1.537594
57 H 4.492819 3.654656 -0.049157
58 H 4.227893 3.447240 2.400825
59 H 1.922794 3.310664 3.419727
60 C -2.637490 -4.698539 1.812287
61 N -1.356023 -4.207063 1.277762
62 C -0.427022 -5.352957 1.012637
63 C -1.452124 -3.290934 0.057680
64 C -2.280956 -2.055127 0.318503
65 C -3.682328 -2.200865 0.269173
66 C -4.540541 -1.196778 0.715257
67 C -3.993101 -0.023588 1.236385
68 C -2.603910 0.148192 1.229125
69 C -1.755805 -0.767349 0.585842
70 H -3.210795 -5.167844 1.004696
71 H -3.172149 -3.858858 2.251570
72 H -2.405852 -5.436430 2.585646
73 H -0.937302 -3.615499 2.012615
74 H -0.814345 -5.914638 0.147882
75 H 0.575129 -4.957859 0.794479
76 H -0.394890 -5.997935 1.901845
77 H -0.405923 -3.081421 -0.198239
78 H -1.868500 -3.918933 -0.747367
79 H -4.132237 -3.134975 -0.115122
80 H -5.629644 -1.329421 0.644212
81 H -4.659482 0.757852 1.613300
82 H -2.200472 1.049680 1.701807

Atoms 1-2, force components in eV/Å:
0.0 -1.0 1.0
0.2 -0.3 -1.3

**Net charge**: +3
**E_LUMO**: -9.0 eV

=====

Entry from the OMol25 dataset: an isolated molecule of C5H10 in a non-equilibrium geometry (ωB97M-V/def2-TZVPD).

Geometry (Å):
1 C 2.615457 0.257023 0.047333
2 C 1.284251 -0.458534 0.215060
3 C 0.101556 0.023776 -0.370386
4 C -1.253586 -0.620786 -0.257318
5 C -2.332509 0.360530 0.234054
6 H 3.069096 -0.488580 -0.524576
7 H 2.416944 1.243505 -0.755517
8 H 3.113459 0.389210 1.058961
9 H 1.338037 -1.276934 0.652532
10 H 0.031588 0.912306 -0.831290
11 H -1.414597 -1.164466 -1.114274
12 H -1.331195 -1.369108 0.602921
13 H -2.017188 0.892725 1.109712
14 H -3.311974 -0.041553 0.265651
15 H -2.309337 1.340879 -0.332860

Atoms 1-2, force components in eV/Å:
-2.3 2.4 -0.8
-3.4 9.9 -5.7

**Structure (SMILES)**: C/C=C/CC
**E_LUMO**: 1.2 eV

=====

So what do the calculations give for calculated total energy? Going down the list: -3055.86472 -4224.78460 -1141.76773 -800.38726 -2711.25817 -196.39913 hartree.